Below is an isolated molecule of C4H9NO, with properties calculated with ωB97M-V/def2-TZVPD.

Computed properties:
- Multiplicity: 1
- Relative energy (zero: lowest compared OMol25 entry of this formula, charge and spin): 1.606 eV
- LUMO level: 1.05 eV
- SMILES string: C/C=C(\N)OC

Last column: Löwdin charge in e.
Atoms and positions in Å:
C1 -0.24 -2.11 -0.13  -0.1258
C2 -0.46 -0.63 -0.26  -0.1324
C3 0.53 0.27 -0.10  -0.4435
N1 1.88 -0.03 -0.02  0.1333
O1 0.39 1.63 -0.04  -0.0840
C4 -0.90 2.16 0.13  -0.0856
H1 0.44 -2.34 0.70  0.0676
H2 0.17 -2.58 -1.03  0.0707
H3 -1.19 -2.61 0.09  0.0659
H4 -1.45 -0.28 -0.54  0.0866
H5 2.11 -1.00 0.05  0.0817
H6 2.42 0.57 0.59  0.0982
H7 -1.33 2.45 -0.84  0.0957
H8 -1.57 1.45 0.63  0.0815
H9 -0.80 3.05 0.76  0.0900